Density functional theory data (ωB97M-V/def2-TZVPD) for a 2-piece molecular cluster, C4H10NO2 overall in a non-equilibrium geometry.

total energy: -363.557343 Ha
energy above the lowest of the compared OMol25 structures with the same formula, charge and spin: 104.84 kcal per mole
LUMO level: 4.1 eV
largest force on an atom: 0.073 Eh/bohr
charge: -1

```
17
Properties=species:S:1:pos:R:3:nbo_charge:R:1
C 0.2503 -2.2100 -1.1053 -0.588
C 0.9053 -1.2954 1.1311 -0.632
C 0.0313 -1.2256 -0.0769 -0.299
C -0.7251 -0.1238 -0.2355 0.259
N -0.1490 3.5165 -0.1635 -0.538
O -1.5114 3.3741 0.3513 -0.691
O -0.9694 0.7735 0.6420 -0.845
H 1.0184 -1.8781 -1.9364 0.153
H -0.5924 -2.4562 -1.6418 0.197
H 0.5885 -3.1926 -0.6158 0.185
H 0.7684 -2.0076 1.9868 0.171
H 0.8058 -0.2249 1.6207 0.228
H 1.8964 -1.4718 0.7741 0.175
H -0.1774 2.6107 -0.5846 0.349
H -0.8665 0.0546 -1.4101 0.057
H 0.4070 3.4275 0.6762 0.313
H -1.6801 2.3290 0.5877 0.506
```


Density functional theory data (ωB97M-V/def2-TZVPD) for C4H8BCsF4O2S as an isolated structure in a non-equilibrium geometry.

total energy: -1150.506698 Ha
energy above the lowest of the compared OMol25 structures with the same formula, charge and spin: 64.22 kcal per mole
LUMO level: -1.6 eV
largest force on an atom: 0.048 Eh/bohr
charge: 0

```
21
Properties=species:S:1:pos:R:3:nbo_charge:R:1
Cs -5.0065 -0.3481 0.7700 0.999
B -9.6663 -2.9009 0.1273 1.324
F -9.7479 -1.5930 -0.3633 -0.587
F -9.7735 -2.9138 1.4965 -0.577
F -10.6985 -3.6908 -0.4218 -0.578
F -8.4577 -3.4348 -0.1848 -0.582
C 4.3624 0.8592 -1.1268 -0.395
C 4.1080 2.1747 -0.3099 -0.426
C 3.5784 1.8421 1.0752 -0.618
S 2.7655 0.1464 0.8253 2.136
O 1.3283 0.4168 0.8679 -0.958
O 3.4709 -0.9012 1.5314 -0.921
C 3.1528 -0.0356 -0.8450 -0.708
H 5.2351 0.2476 -0.8981 0.222
H 4.3698 1.0664 -2.1969 0.224
H 3.4497 2.8361 -0.8731 0.221
H 5.0872 2.6228 -0.1409 0.233
H 2.6820 2.4142 1.3145 0.246
H 4.3356 1.8123 1.8587 0.245
H 2.3754 0.4721 -1.4159 0.234
H 3.0492 -1.0926 -1.0903 0.266
```


Density functional theory data (ωB97M-V/def2-TZVPD) for C55H47N2O4PPdSb2 as an isolated structure in a non-equilibrium geometry.

total energy: -3483.709632 Ha
LUMO level (spin up / spin down): -7.4 / -7.1 eV
largest force on an atom: 0.056 Eh/bohr
charge: +2

```
112
Properties=species:S:1:pos:R:3:mulliken_charge:R:1
Pd 0.6377 -0.4829 0.4264 -0.398
C -2.9657 -2.4479 -2.6065 -1.550
C -2.5943 -3.0583 -1.2834 0.521
C -3.0028 -2.2357 -0.0796 -1.490
Sb -1.9984 -0.3035 0.0372 -0.238
C -3.1799 0.4279 1.6748 0.715
C -3.5539 -0.4052 2.7240 -0.387
C -4.2663 0.1071 3.7986 -0.714
C -4.6180 1.4499 3.8224 -0.703
C -4.2583 2.2822 2.7726 -0.724
C -3.5342 1.7740 1.7057 -0.488
C -0.3565 1.6381 2.9924 0.995
C 0.0049 2.2280 1.7840 0.433
C -0.1966 3.5813 1.5571 -0.828
C -0.7748 4.3681 2.5419 -0.893
C -1.1545 3.7872 3.7419 -1.026
C -0.9480 2.4357 3.9670 -0.558
Sb -2.3304 -0.2944 -3.0558 0.845
C -1.2618 1.6986 -2.9590 0.266
C -0.6916 2.0367 -4.1757 -0.581
C -0.2988 3.3508 -4.3889 -0.923
C -0.4660 4.2932 -3.3870 -0.768
C -0.9996 3.9236 -2.1621 -0.849
C -1.4111 2.6151 -1.9390 1.539
C -4.2755 0.6372 -3.0444 1.270
C -5.4466 -0.0625 -2.7678 -0.495
C -6.6815 0.5489 -2.9153 -0.843
C -6.7632 1.8671 -3.3373 -0.541
C -5.6010 2.5739 -3.6058 -0.716
C -4.3655 1.9598 -3.4749 -0.542
H -4.0425 -2.3734 -2.7390 0.838
H -2.5320 -2.9910 -3.4432 0.589
H -1.5339 -3.2950 -1.2480 -0.586
H -3.1270 -4.0181 -1.2400 0.703
H -2.8089 -2.7871 0.8420 0.682
H -4.0677 -1.9942 -0.1188 0.633
H -3.2991 -1.4598 2.7103 0.343
H -4.5569 -0.5456 4.6116 0.479
H -5.1805 1.8442 4.6577 0.433
H -4.5456 3.3251 2.7807 0.484
H -3.2630 2.4289 0.8852 0.300
H 0.4914 1.6308 0.9993 0.110
H 0.1185 4.0161 0.6172 0.777
H -0.9122 5.4290 2.3832 0.486
H -1.5999 4.3906 4.5210 0.463
H -1.2424 2.0043 4.9139 0.508
H -0.5883 1.2982 -4.9599 0.465
H 0.1179 3.6369 -5.3453 0.473
H -0.1890 5.3229 -3.5674 0.474
H -1.1432 4.6640 -1.3865 0.588
H -1.8829 2.3656 -0.9963 -0.836
H -5.4188 -1.0871 -2.4231 0.059
H -7.5835 -0.0103 -2.7081 0.425
H -7.7281 2.3370 -3.4669 0.409
H -5.6545 3.6040 -3.9305 0.436
H -3.4715 2.5180 -3.7174 0.404
C 0.8705 -4.1061 2.3168 -1.390
C 0.9130 -3.9791 0.8379 -0.106
N 0.6621 -2.8610 0.1841 1.006
C 0.8385 -3.1226 -1.1500 -0.922
C 1.1936 -4.4403 -1.3047 0.263
N 1.2374 -4.9533 -0.0407 0.130
C 1.5753 -5.3060 -2.4612 0.447
O 1.3365 -4.8341 -3.6597 -0.574
O 2.0729 -6.3782 -2.2331 -0.599
C 0.5141 -2.0745 -2.1602 0.985
O 0.2879 -2.4077 -3.3355 -0.982
O 0.3864 -0.8682 -1.7547 0.973
H 0.8350 -3.1045 2.7421 -0.042
H 1.7502 -4.6244 2.6981 0.432
H -0.0129 -4.6523 2.6492 0.402
H 1.4974 -5.9129 0.1469 0.274
H 0.9217 -3.9357 -3.6582 0.405
C 5.7710 -3.4958 -1.5564 -0.818
C 4.7616 -3.8788 -0.6826 -0.315
C 3.9123 -2.9211 -0.1587 -0.698
C 4.0442 -1.5829 -0.5332 1.003
C 5.0689 -1.1990 -1.3982 -0.533
C 5.9340 -2.1606 -1.8959 -0.741
P 2.9324 -0.3874 0.2306 1.688
C 3.1184 1.1748 -0.6525 0.709
C 3.0914 1.1462 -2.0489 -0.717
C 3.2965 2.3169 -2.7549 -0.968
C 3.4836 3.5156 -2.0797 -0.743
C 3.4460 3.5534 -0.6941 -0.724
C 3.2716 2.3826 0.0261 -0.553
C 3.4521 -0.2073 1.9437 -0.622
C 4.7549 -0.1125 2.3691 -0.369
C 5.0139 0.0645 3.7332 -0.987
C 3.9766 0.1228 4.6502 -0.912
C 2.6515 0.0043 4.2486 1.123
C 1.5428 -0.0426 5.1733 -1.449
C 0.2805 -0.0235 4.7413 -0.969
C -0.0693 0.1425 3.2837 1.874
C 1.0513 -0.2678 2.3963 -0.476
C 2.3627 -0.1482 2.8519 -0.003
H 6.4386 -4.2402 -1.9679 0.447
H 4.6430 -4.9215 -0.4200 0.477
H 3.1507 -3.1956 0.5597 0.112
H 5.1983 -0.1612 -1.6703 0.538
H 6.7366 -1.8621 -2.5564 0.471
H 2.9304 0.2112 -2.5699 0.720
H 3.3289 2.2870 -3.8348 0.504
H 3.6581 4.4236 -2.6408 0.442
H 3.5661 4.4939 -0.1729 0.493
H 3.2821 2.3956 1.1098 0.420
H 5.5616 -0.1623 1.6490 0.612
H 6.0373 0.1442 4.0733 0.451
H 4.2003 0.2563 5.7009 0.527
H 1.7631 -0.1295 6.2297 0.450
H -0.5444 -0.0986 5.4379 0.791
H -0.9832 -0.4237 3.0674 -0.425
```


Density functional theory data (ωB97M-V/def2-TZVPD) for a 2-piece molecular cluster, C14H16 overall in a non-equilibrium geometry.

total energy: -543.053359 Ha
energy above the lowest of the compared OMol25 structures with the same formula, charge and spin: 12.24 kcal per mole
LUMO level: 0.9 eV
largest force on an atom: 0.033 Eh/bohr
SMILES: Cc1ccccc1.Cc1ccccc1
charge: 0

```
30
Properties=species:S:1:pos:R:3:nbo_charge:R:1
C -0.8457 -4.3381 -0.0723 -0.633
C -1.2882 -0.5760 0.3011 -0.187
C -2.1982 -0.3221 -0.7137 -0.230
C -0.7797 -1.8573 0.4501 -0.228
C -1.2274 -2.9091 -0.3308 -0.011
C -2.6188 -1.3659 -1.5357 -0.199
C -2.1796 -2.6661 -1.3198 -0.223
H -0.9672 0.2479 0.9154 0.222
H -2.5521 0.6632 -0.9887 0.211
H -0.0035 -2.0103 1.1919 0.208
H -3.3066 -1.0891 -2.3247 0.207
H -1.4027 -5.0551 -0.6790 0.215
H -0.9908 -4.6183 0.9624 0.218
H -2.6563 -3.4331 -1.9151 0.211
H 0.1810 -4.6058 -0.3411 0.218
C 1.2322 3.6324 -1.2480 -0.641
C 1.7481 0.4462 0.7315 -0.225
C 1.8111 0.9494 2.0200 -0.174
C 1.4754 1.3271 -0.3086 -0.213
C 1.3052 2.6887 -0.1042 -0.019
C 1.7919 2.3214 2.2435 -0.226
C 1.4882 3.1765 1.1994 -0.211
H 1.9441 -0.5938 0.5297 0.218
H 1.8381 0.2738 2.8678 0.203
H 1.2735 0.9539 -1.2984 0.211
H 1.9288 2.7227 3.2373 0.213
H 0.7784 3.2405 -2.1578 0.218
H 2.2193 3.9700 -1.5919 0.223
H 1.2448 4.2196 1.3713 0.208
H 0.7567 4.6066 -1.0915 0.219
```